(1)
Density functional theory data (ωB97M-V/def2-TZVPD) for C26H15CrIOS8 as an isolated structure.

Geometry as XYZ:
```
52
Properties=species:S:1:pos:R:3:forces:R:3:lowdin_charge:R:1
Cr 0.5656 -0.7676 1.5233 0.301 -0.003 0.352 0.16
I -0.0893 -3.1430 0.1495 0.105 -0.164 0.252 1.26
C 0.9604 -2.4035 -1.4807 0.211 0.102 -0.043 -0.58
C 0.8690 -3.0844 -2.6581 0.164 0.041 -0.081 -0.17
C 1.6212 -2.6422 -3.7697 -0.089 -0.067 0.074 -0.09
C 2.4417 -1.5635 -3.6415 0.027 0.070 0.025 -0.04
C 2.5437 -0.8544 -2.4174 0.084 0.064 -0.081 -0.17
C 3.4281 0.2446 -2.2957 -0.065 -0.085 -0.018 -0.05
C 3.5266 0.9053 -1.1100 -0.022 0.053 0.121 -0.07
C 2.7191 0.5376 -0.0090 0.048 -0.023 -0.119 -0.12
C 1.8224 -0.5061 -0.0648 -0.170 0.046 -0.150 -0.21
C 1.7672 -1.2442 -1.2930 -0.085 -0.114 0.029 -0.22
H 0.2355 -3.9565 -2.7436 -0.001 -0.018 0.016 0.09
H 1.5517 -3.1748 -4.7093 -0.009 -0.015 -0.006 0.10
H 3.0401 -1.2272 -4.4800 0.011 0.008 -0.009 0.11
H 4.0221 0.5362 -3.1534 0.015 0.002 -0.021 0.10
H 4.2151 1.7359 -1.0071 -0.001 0.006 0.010 0.10
H 2.8032 1.1170 0.9007 0.029 0.014 0.008 0.06
S 6.1418 0.7898 5.8504 -0.162 -0.076 0.143 0.44
C 4.7588 0.3801 5.0323 0.373 0.122 -0.387 -1.53
S 4.4519 -1.1852 4.3907 -0.021 -0.143 0.126 0.89
C 2.9441 -0.8386 3.5823 -0.067 -0.078 -0.062 -1.13
C 2.5297 0.4424 3.6592 -0.115 -0.018 -0.055 -1.13
S 1.0438 1.0317 2.9582 0.000 -0.138 -0.049 0.61
S 3.5711 1.5227 4.5466 -0.121 0.119 0.146 0.89
S 2.0862 -2.1096 2.7488 0.057 0.079 0.056 0.51
O -1.1367 -0.0673 1.2291 -0.111 -0.054 -0.094 -0.36
C -2.1485 0.3693 0.4079 0.038 0.097 -0.100 -0.59
C -2.4990 -0.7058 -0.6148 0.036 -0.002 -0.123 -0.51
C -1.8990 -0.8850 -1.8279 -0.045 0.006 0.039 -0.15
C -2.2552 -2.1086 -2.4530 -0.172 -0.040 0.045 -0.22
C -3.1175 -2.8412 -1.6939 -0.090 0.120 -0.184 -0.46
S -3.5218 -2.0350 -0.2461 -0.077 -0.014 0.190 0.99
C -1.6986 1.6249 -0.3447 0.027 0.018 0.092 -0.45
C -0.5089 2.2669 -0.1990 -0.038 0.018 -0.075 -0.10
C -0.4011 3.4260 -1.0207 -0.054 -0.038 0.004 -0.17
C -1.5155 3.6395 -1.7685 0.070 -0.017 -0.007 -0.43
S -2.6979 2.4333 -1.4896 -0.087 0.040 -0.025 1.03
C -3.3216 0.7379 1.3137 0.029 0.027 0.080 -0.47
C -3.1914 1.0817 2.6257 -0.038 -0.067 0.007 -0.10
C -4.4151 1.5048 3.2099 -0.044 0.066 -0.072 -0.18
C -5.4480 1.4934 2.3226 0.021 -0.104 0.124 -0.43
S -4.9491 0.9224 0.7915 0.027 0.066 -0.161 1.00
H -1.1978 -0.1730 -2.2391 0.027 0.015 -0.019 0.12
H -1.8794 -2.4292 -3.4134 -0.001 0.011 -0.016 0.10
H -3.5579 -3.7971 -1.9235 -0.028 -0.033 -0.027 0.06
H 0.2642 1.9230 0.4689 0.010 0.012 0.044 0.06
H 0.4690 4.0643 -1.0482 0.040 0.024 0.004 0.10
H -1.7026 4.4309 -2.4746 -0.012 0.035 -0.027 0.05
H -2.2438 1.0268 3.1404 0.025 0.008 -0.013 0.11
H -4.5184 1.8048 4.2420 -0.005 0.027 0.025 0.10
H -6.4794 1.7499 2.4961 -0.046 -0.001 0.012 0.05
```
Forces are in eV/Å.

Calculated values
HOMO energy (spin up / spin down), eV: -4.34 / -4.44
Frontier orbital gap (spin up / spin down), Ha: 0.236 / 0.240
Energy, eV: -152460.3528
Lowest unoccupied orbital energy (spin up / spin down), eV: 2.09 / 2.11
Charge: -1
2S+1: 4

(2)
Density functional theory data (ωB97M-V/def2-TZVPD) for C26H15N6O8S2Ti as an isolated structure at a distorted geometry.

Geometry as XYZ:
```
58
Properties=species:S:1:pos:R:3:forces:R:3:lowdin_charge:R:1
Ti -0.4848 0.0844 -0.1089 -1.336 0.605 -0.309 1.03
O 2.1090 -0.9814 2.1606 -0.128 -0.148 0.108 0.17
C 0.9501 -0.7876 1.9149 0.176 -0.033 0.718 -0.42
N 0.1903 -1.3694 0.9043 0.525 -0.714 0.560 0.01
C 0.5620 -2.5431 0.2536 -0.016 -0.303 -0.233 -0.39
O 1.3062 -3.3886 0.6575 -0.030 0.035 0.028 0.18
C -0.1215 -2.6149 -1.0874 0.104 -0.240 -0.050 -0.16
C 0.0799 -3.6946 -1.9228 -0.082 0.007 0.029 0.05
C -0.4910 -3.6646 -3.1858 -0.049 0.088 0.054 0.00
C -1.2307 -2.5503 -3.5546 0.032 -0.090 -0.004 -0.01
C -1.3795 -1.5075 -2.6580 -0.211 0.042 -0.014 -0.08
N -0.8455 -1.5405 -1.4376 0.366 -0.673 -0.215 -0.04
C 0.1182 0.2607 2.6153 0.108 0.076 0.266 -0.17
C 0.3232 0.6122 3.9327 0.034 0.000 -0.050 0.05
C -0.4937 1.5893 4.4822 -0.021 0.009 -0.080 0.00
C -1.4618 2.1825 3.6847 0.058 -0.036 0.050 -0.01
C -1.5904 1.7820 2.3677 -0.115 0.114 -0.131 -0.08
N -0.8203 0.8310 1.8416 0.401 -0.138 0.819 -0.03
H 0.6858 -4.5175 -1.5702 -0.008 -0.001 0.003 0.14
H -0.3577 -4.4898 -3.8717 0.011 0.005 -0.009 0.13
H -1.6815 -2.4810 -4.5342 -0.024 0.027 0.018 0.12
H -1.9477 -0.6246 -2.9203 0.026 0.022 0.015 0.13
H 1.1042 0.1228 4.4971 0.006 -0.007 -0.013 0.14
H -0.3731 1.8863 5.5150 -0.013 0.002 0.001 0.13
H -2.1149 2.9498 4.0738 -0.009 0.000 -0.013 0.12
H -2.3354 2.2265 1.7206 0.021 -0.020 -0.041 0.12
S -2.9732 -0.5010 0.3238 -0.020 0.120 -0.079 0.77
C -2.9175 0.8622 -0.6754 -0.292 -0.081 0.014 -1.10
N -1.7116 1.2744 -1.0851 -0.889 0.815 -0.698 -0.14
C -1.7820 2.3888 -1.9215 -0.127 0.281 -0.230 -0.28
C -0.7160 3.0325 -2.5401 -0.020 -0.141 0.129 0.00
C -0.9817 4.1233 -3.3474 0.024 0.010 0.000 -0.06
C -2.2870 4.5731 -3.5393 -0.032 0.012 -0.015 -0.06
C -3.3565 3.9361 -2.9333 -0.052 0.012 0.009 -0.07
C -3.0911 2.8400 -2.1276 0.114 -0.162 0.082 -0.44
S -4.2298 1.8235 -1.2591 0.194 0.013 0.005 1.11
H 0.2924 2.6725 -2.3879 0.027 0.052 -0.040 0.11
H -0.1658 4.6356 -3.8386 0.004 -0.007 0.009 0.11
H -2.4697 5.4288 -4.1745 0.000 -0.001 0.007 0.12
H -4.3701 4.2825 -3.0828 0.013 0.007 -0.021 0.12
O 0.9887 1.5310 0.1536 -0.075 -0.062 0.099 0.01
C 1.6702 0.8767 -0.6822 0.954 0.344 -0.525 -0.52
O 1.0357 0.0242 -1.3859 0.500 0.127 -0.257 -0.03
C 3.1218 1.0514 -0.8743 0.054 -0.028 -0.146 -0.08
C 3.8262 0.0604 -1.5525 -0.004 -0.076 -0.013 0.10
C 5.1660 0.2578 -1.8136 -0.245 0.218 0.062 -0.09
C 5.8223 1.4150 -1.4341 0.175 0.000 -0.049 0.12
C 5.0992 2.3741 -0.7503 -0.210 -0.180 -0.112 -0.09
C 3.7582 2.2126 -0.4581 -0.047 0.112 0.203 0.10
N 5.7725 3.6236 -0.3378 0.130 0.044 0.240 -0.34
O 6.9438 3.7372 -0.6221 -0.188 0.023 -0.010 0.11
O 5.1026 4.4300 0.2754 0.096 -0.094 -0.163 0.10
N 5.9043 -0.7812 -2.5613 0.179 -0.181 0.119 -0.34
O 7.0320 -0.5099 -2.9086 -0.168 -0.035 0.006 0.12
O 5.3281 -1.8325 -2.7537 0.057 0.195 -0.049 0.10
H 3.3422 -0.8527 -1.8649 0.002 -0.008 -0.063 0.14
H 6.8664 1.5645 -1.6686 0.004 0.008 0.009 0.14
H 3.2228 2.9803 0.0832 0.016 0.033 -0.030 0.14
```
Forces are in eV/Å.

Calculated values
HOMO energy, eV: -11.52
Frontier orbital gap, Ha: 0.262
Energy, eV: -97305.7478
Lowest unoccupied orbital energy, eV: -4.38
Charge: +1

(3)
Density functional theory data (ωB97M-V/def2-TZVPD) for C26H16Cl3CoN5O2Se as an isolated structure at a distorted geometry.

Geometry as XYZ:
```
54
Properties=species:S:1:pos:R:3:forces:R:3:lowdin_charge:R:1
Co 0.0467 0.0883 -0.7187 -0.323 0.473 0.997 0.47
Cl -2.8768 6.0346 1.0461 0.078 -0.069 0.032 0.58
C -1.7299 4.7109 0.9641 0.066 0.000 0.057 -0.69
C -1.7672 3.8722 -0.1385 0.058 -0.028 -0.069 -0.05
C -0.8793 2.8009 -0.2688 0.046 -0.206 -0.132 -0.20
N -0.9491 1.8414 -1.2886 -0.045 -0.075 0.028 0.06
C -1.5269 2.1178 -2.4582 0.090 0.050 -0.200 -0.46
O -1.8679 3.2233 -2.9211 -0.063 -0.089 0.193 -0.03
C -1.7584 0.9206 -3.3893 0.046 -0.119 0.240 -0.19
C -1.9489 1.1648 -4.7462 0.006 0.027 -0.172 -0.02
C -2.1524 0.0922 -5.5996 0.043 0.101 0.096 -0.09
C -2.1713 -1.1930 -5.0756 0.000 0.015 -0.081 -0.08
C -1.9910 -1.3398 -3.7109 0.009 0.048 0.180 -0.15
N -1.7975 -0.3118 -2.8869 -0.033 0.040 0.060 0.11
C 0.0920 2.5874 0.7546 0.124 -0.221 -0.085 -0.19
C 0.1070 3.4501 1.8554 0.073 -0.046 -0.101 -0.06
C -0.7945 4.4980 1.9636 -0.044 0.020 -0.057 -0.69
Cl -0.7037 5.5363 3.3742 -0.034 -0.047 -0.103 0.58
N 0.8920 1.4385 0.6354 -0.124 0.166 0.033 0.06
C 2.0317 1.3107 1.3177 -0.079 0.009 0.171 -0.47
O 2.6630 2.1712 1.9609 -0.169 -0.050 -0.094 -0.03
C 2.6136 -0.1044 1.3528 -0.110 0.022 -0.126 -0.18
C 3.8180 -0.3166 2.0141 0.138 -0.052 0.068 -0.02
C 4.3199 -1.6076 2.0882 -0.075 0.093 -0.024 -0.09
C 3.6088 -2.6451 1.5003 0.083 0.025 0.025 -0.07
C 2.4184 -2.3390 0.8592 -0.095 0.108 -0.094 -0.13
N 1.9330 -1.1019 0.7976 0.034 -0.050 -0.306 0.12
H -2.4905 4.0530 -0.9187 0.024 -0.014 0.008 0.09
H -1.9274 2.1912 -5.0887 -0.003 -0.060 0.003 0.10
H -2.2814 0.2543 -6.6632 -0.017 0.012 -0.025 0.09
H -2.3076 -2.0629 -5.7075 0.013 0.035 0.039 0.09
H -1.9825 -2.3275 -3.2547 0.021 0.094 -0.017 0.09
H 0.8464 3.3055 2.6273 0.014 -0.013 -0.015 0.09
H 4.3180 0.5376 2.4530 -0.024 -0.070 -0.030 0.10
H 5.2577 -1.8019 2.5962 0.008 -0.004 0.009 0.09
H 3.9678 -3.6679 1.5266 -0.029 0.062 0.008 0.09
H 1.8297 -3.1144 0.3710 0.071 0.137 0.010 0.10
Cl -1.5265 -3.4623 -0.0496 0.027 0.019 0.085 0.66
C -0.8658 -2.7263 1.3970 -0.006 -0.068 0.031 -0.61
C -0.2895 -3.5718 2.3383 -0.093 -0.026 -0.112 -0.15
C 0.2802 -3.0478 3.4865 -0.056 0.072 -0.023 -0.13
C 0.2541 -1.6679 3.6740 -0.032 0.065 -0.064 -0.10
C -0.3284 -0.8439 2.7281 -0.051 0.037 0.201 -0.06
C -0.9059 -1.3344 1.5438 -0.235 -0.016 -0.006 -0.32
C -1.4399 -0.4129 0.5379 0.649 0.196 -0.327 -0.16
H -0.2833 -4.6405 2.1525 -0.008 0.069 -0.015 0.09
H 0.7355 -3.7035 4.2190 0.017 0.009 -0.018 0.08
H 0.7080 -1.2324 4.5565 -0.008 0.022 0.009 0.09
H -0.3240 0.2337 2.8665 0.006 -0.076 0.018 0.11
H -1.7301 0.5489 0.9598 -0.134 -0.111 0.120 0.06
H -2.2034 -0.8215 -0.1165 -0.089 -0.084 0.032 0.03
Se 1.2337 -3.9766 -3.1111 0.036 -0.221 -0.111 0.31
C 0.9914 -2.3364 -2.4250 0.012 0.424 0.143 -0.97
N 0.8346 -1.2713 -1.9809 0.186 -0.635 -0.490 0.01
```
Forces are in eV/Å.

Calculated values
HOMO energy (spin up / spin down), eV: -1.97 / -1.86
Frontier orbital gap (spin up / spin down), Ha: 0.234 / 0.230
Energy, eV: -179311.2073
Lowest unoccupied orbital energy (spin up / spin down), eV: 4.39 / 4.39
Charge: -2
2S+1: 2

Question: energy of number 1 (C26H15CrIOS8)?
Answer: -152460.3528 eV

Question: Among the records above, which one has the lowest charge?
Answer: C26H16Cl3CoN5O2Se

Question: What is the charge in the first record?
Answer: -1